Record 1
Here is a 10-piece molecular cluster, C38H103N7O12 overall in a non-equilibrium geometry from the Open Molecules 2025 dataset. Energies are from ωB97M-V/def2-TZVPD.

Each line ends with the Löwdin charge.
Cartesian coordinates (Å):
C  -2.81193  0.94540  0.57002  -0.05
C  -1.31266  0.54671  0.64663  -0.43
C  -0.86010  -0.18795  -0.63953  -0.20
O  0.29275  -0.93332  -0.24832  -0.20
C  0.95843  -1.57105  -1.31885  -0.10
N  -0.56674  1.72426  0.94701  0.06
H  -3.11059  1.52749  -0.30938  0.07
H  -3.18850  1.48763  1.43354  0.06
H  -3.42286  0.05181  0.40904  0.07
H  -1.30068  -0.25383  1.38965  0.11
H  -0.60149  0.54683  -1.41079  0.11
H  -1.63188  -0.79902  -1.11980  0.12
H  0.42228  -1.63624  -2.26962  0.06
H  1.34031  -2.51890  -0.94183  0.09
H  1.80437  -0.97881  -1.69633  0.08
H  -0.76764  2.49656  0.32911  0.08
H  0.41731  1.47765  0.92577  0.08
C  -8.55431  7.12120  -1.24033  -0.08
C  -8.52943  5.59685  -1.00490  -0.44
C  -7.15982  4.98803  -1.32478  -0.19
O  -7.20399  3.64204  -0.85623  -0.19
C  -6.02971  2.93097  -1.19013  -0.12
N  -8.98716  5.24435  0.34071  0.04
H  -7.74392  7.64874  -0.72919  0.07
H  -9.53856  7.55918  -1.09068  0.07
H  -8.29869  7.36213  -2.27968  0.07
H  -9.29881  5.35065  -1.74827  0.13
H  -6.36214  5.56571  -0.85079  0.13
H  -7.02110  5.02407  -2.40809  0.13
H  -5.94974  2.79951  -2.27471  0.09
H  -5.95576  1.89403  -0.85606  0.08
H  -5.07352  3.34410  -0.85568  0.08
H  -9.98719  5.09448  0.32986  0.07
H  -8.56213  4.33774  0.50582  0.06
C  6.09451  -8.35057  -2.62485  -0.06
C  4.92904  -7.69080  -1.95260  -0.46
C  4.79851  -6.23156  -2.30802  -0.18
O  3.80476  -5.53164  -1.58880  -0.26
C  4.08311  -5.17452  -0.26446  -0.09
N  3.64210  -8.37949  -2.15651  0.06
H  7.06032  -7.93004  -2.34846  0.08
H  5.94179  -8.21918  -3.70131  0.08
H  6.10299  -9.42947  -2.47082  0.08
H  5.05967  -7.71964  -0.85865  0.13
H  4.45536  -6.15214  -3.34406  0.13
H  5.71403  -5.64014  -2.20177  0.14
H  3.23677  -4.63529  0.15963  0.10
H  4.87761  -4.41734  -0.19785  0.08
H  4.47036  -5.96324  0.38328  0.09
H  3.55863  -9.24085  -1.64357  0.07
H  2.97106  -7.65638  -1.93010  0.05
C  -4.02867  6.78771  5.96979  -0.08
C  -3.18761  5.53556  6.17615  -0.42
C  -2.88056  4.79713  4.82340  -0.23
O  -2.13690  3.62553  5.07454  -0.19
C  -1.92464  2.89988  3.86520  -0.11
N  -1.92652  5.93791  6.73078  0.02
H  -5.03995  6.64968  5.58649  0.08
H  -3.54411  7.40482  5.20554  0.07
H  -4.05946  7.39470  6.87363  0.08
H  -3.73488  4.84960  6.82240  0.14
H  -2.45734  5.39930  4.00710  0.12
H  -3.81601  4.52493  4.30482  0.12
H  -1.34550  3.56874  3.21863  0.08
H  -2.83155  2.58075  3.35423  0.07
H  -1.21111  2.09747  4.04179  0.08
H  -1.28639  5.15083  6.72881  0.07
H  -1.40599  6.67431  6.27511  0.07
C  6.40013  -0.37450  -3.25552  -0.05
C  5.60718  -1.58335  -2.79463  -0.40
C  5.13423  -1.59120  -1.33375  -0.20
O  6.25506  -1.49907  -0.48656  -0.17
C  5.97526  -1.35783  0.86136  -0.13
N  4.41601  -1.81293  -3.63607  0.05
H  5.76306  0.51537  -3.24181  0.08
H  6.77171  -0.38445  -4.28113  0.08
H  7.23643  -0.19580  -2.58044  0.08
H  6.22353  -2.48632  -2.88345  0.13
H  4.46907  -2.44069  -1.13984  0.10
H  4.49087  -0.73641  -1.08033  0.13
H  5.55454  -2.20486  1.41502  0.09
H  5.26455  -0.52858  0.99934  0.07
H  6.83276  -1.01549  1.44295  0.09
H  4.60660  -1.99636  -4.60787  0.08
H  3.74311  -2.45206  -3.24392  0.03
C  1.84676  -0.79499  2.93248  -0.06
C  3.15215  -0.22553  3.49303  -0.33
O  2.90422  0.79191  4.45628  -0.08
H  1.53834  -1.60706  3.59153  0.07
H  2.08838  -1.22408  1.96066  0.06
H  1.03893  -0.06996  2.86777  0.06
H  3.85408  0.08732  2.70986  0.08
H  3.79475  -0.97442  3.97493  0.11
H  3.73089  1.06435  4.86130  0.08
C  -1.21578  -0.28230  -4.31627  -0.09
C  -1.50412  0.10009  -5.78324  -0.30
O  -0.27684  0.53744  -6.35427  -0.09
H  -0.97705  0.55278  -3.66269  0.06
H  -0.59368  -1.17382  -4.26663  0.06
H  -2.18087  -0.58435  -3.88516  0.07
H  -2.13119  0.99385  -5.81332  0.11
H  -2.03284  -0.66167  -6.35719  0.11
H  0.12899  -0.19715  -6.82325  0.08
C  1.83682  -4.46815  -3.59842  -0.09
C  0.58173  -4.98877  -2.90431  -0.32
O  1.03083  -5.84188  -1.90182  -0.08
H  2.41665  -5.25848  -4.07477  0.08
H  2.47070  -4.04707  -2.81912  0.04
H  1.64937  -3.70153  -4.35439  0.08
H  -0.01864  -5.55349  -3.62568  0.12
H  0.00459  -4.11230  -2.58279  0.09
H  1.96827  -5.62170  -1.74806  0.03
C  2.92389  0.68664  -4.78057  -0.10
O  2.82236  1.97180  -4.16034  -0.19
C  3.49375  2.95663  -4.90652  -0.27
C  3.53600  4.27763  -4.21273  -0.21
N  4.29127  4.18964  -2.97165  -0.06
C  4.65184  5.41578  -2.27093  -0.19
C  3.66855  5.71174  -1.13078  -0.24
O  3.55231  4.60580  -0.25381  -0.18
C  2.50267  4.77066  0.66805  -0.12
H  2.52205  -0.02590  -4.06865  0.06
H  3.95057  0.44063  -5.04809  0.07
H  2.28739  0.76056  -5.66768  0.07
H  2.95509  3.10154  -5.85391  0.12
H  4.51315  2.60955  -5.11737  0.12
H  2.50604  4.43551  -3.85526  0.12
H  3.83511  5.03182  -4.93805  0.12
H  3.72267  3.65402  -2.32947  0.09
H  4.80942  6.27183  -2.92805  0.12
H  5.61990  5.31516  -1.76899  0.11
H  2.66130  6.00551  -1.44805  0.12
H  4.05123  6.62062  -0.64735  0.12
H  2.57619  4.07059  1.49984  0.09
H  1.51465  4.59694  0.22829  0.08
H  2.50884  5.77610  1.09850  0.09
C  -5.23967  -2.01169  7.79289  -0.14
O  -4.55415  -2.76099  6.84149  -0.21
C  -5.46038  -3.35926  5.88276  -0.20
C  -4.62278  -4.33786  5.12969  -0.21
N  -3.40934  -3.78621  4.50745  -0.07
C  -3.67535  -3.08538  3.25791  -0.20
C  -2.44278  -3.15061  2.33328  -0.22
O  -2.75006  -3.93382  1.19066  -0.22
C  -1.66041  -3.99971  0.24499  -0.07
H  -4.47195  -1.72889  8.51887  0.09
H  -6.02383  -2.54179  8.34135  0.09
H  -5.60560  -1.09499  7.31164  0.09
H  -5.81516  -2.46065  5.36872  0.12
H  -6.27032  -3.91736  6.36203  0.12
H  -5.08819  -4.98373  4.38597  0.12
H  -4.12488  -5.03302  5.81475  0.12
H  -2.78239  -3.31676  5.13946  0.11
H  -3.93001  -2.02918  3.41480  0.11
H  -4.52004  -3.51203  2.71806  0.12
H  -1.65640  -3.69980  2.86076  0.12
H  -2.11554  -2.14702  2.04476  0.09
H  -1.33128  -2.96265  0.13607  0.06
H  -2.20678  -4.20683  -0.67414  0.09
H  -0.95636  -4.73056  0.63684  0.10

Forces on atoms 1 to 2 (eV/Å):
-0.319 -0.698 -0.902
-2.503 -0.298 -1.437

Calculated values
Largest force on an atom: 0.05642 hartree/bohr
SMILES: COC[C@H](C)N.COC[C@H](C)N.COC[C@H](C)N.COC[C@H](C)N.COC[C@H](C)N.COCCNCCOC.COCCNCCOC.CCO.CCO.CCO
Relative energy (zero: lowest compared OMol25 entry of this formula, charge and spin): 0.0 kJ/mol
2S+1: 1
Frontier orbital gap: 8.7 eV



Record 2
Here is a 14-piece molecular cluster, C38H103O14 overall in a non-equilibrium geometry from the Open Molecules 2025 dataset. Energies are from ωB97M-V/def2-TZVPD.

Each line ends with the Löwdin charge.
Cartesian coordinates (Å):
C  17.75381  -14.28075  5.64138  -0.12
C  18.62341  -14.63832  4.39916  -0.73
C  20.05521  -14.61293  4.72507  -0.14
O  18.17782  -15.81317  3.79631  -0.38
H  18.07396  -13.39017  6.18220  0.04
H  17.76452  -15.08285  6.37936  0.05
H  16.70505  -14.13622  5.38192  0.05
H  18.42140  -13.86138  3.66183  0.09
H  20.70796  -14.59725  3.85227  0.06
H  20.33391  -15.45214  5.36238  0.06
H  20.38036  -13.76881  5.33321  0.05
C  26.35475  -12.54806  6.17701  -0.04
C  27.78391  -12.33761  6.69022  -0.52
C  28.05287  -12.91476  8.00498  -0.09
O  28.80379  -12.88255  5.83928  -0.06
H  26.23257  -12.06248  5.20882  0.07
H  25.52589  -12.26973  6.82787  0.08
H  26.35432  -13.62398  6.00237  0.08
H  27.99907  -11.26953  6.65819  0.13
H  29.03750  -12.71651  8.42840  0.08
H  27.94124  -13.98973  8.14664  0.09
H  27.33846  -12.59602  8.76401  0.08
H  28.69111  -12.53875  4.95007  0.08
C  22.36403  -13.76695  13.33509  -0.07
C  22.12198  -13.27637  11.92032  -0.50
C  20.66364  -13.25098  11.41863  -0.05
O  22.62007  -11.94972  11.87726  -0.06
H  23.44819  -13.78714  13.44602  0.08
H  22.00256  -14.79302  13.40296  0.08
H  22.00916  -13.12339  14.14008  0.08
H  22.67879  -13.91426  11.23392  0.14
H  20.76127  -12.71260  10.47591  0.08
H  20.00882  -12.76377  12.14108  0.07
H  20.19030  -14.22172  11.27130  0.08
H  22.19640  -11.47459  12.59583  0.08
C  10.86564  -20.14496  5.57998  -0.06
C  11.35162  -19.08214  4.61153  -0.55
C  11.68150  -17.78783  5.28412  -0.06
O  12.35025  -19.66664  3.82162  -0.03
H  11.64174  -20.58159  6.20858  0.08
H  10.35504  -20.93957  5.03594  0.08
H  10.11234  -19.80918  6.29265  0.07
H  10.62575  -18.82388  3.84048  0.13
H  12.18688  -17.12444  4.58225  0.09
H  12.39570  -18.05357  6.06347  0.08
H  10.79047  -17.37104  5.75364  0.08
H  13.04118  -19.91128  4.44159  0.09
C  26.91548  -13.26703  -0.37260  -0.04
C  27.53513  -11.85468  -0.34998  -0.55
C  26.52359  -10.76504  -0.42234  -0.08
O  28.31847  -11.67400  0.78415  -0.03
H  26.51867  -13.58287  -1.33742  0.08
H  26.09535  -13.25594  0.34529  0.08
H  27.66869  -13.97283  -0.02241  0.08
H  28.16205  -11.74635  -1.23505  0.13
H  25.91082  -10.73499  -1.32329  0.08
H  26.94320  -9.75986  -0.46302  0.07
H  25.91978  -10.82647  0.48305  0.09
H  28.92524  -10.98018  0.51575  0.09
C  16.34422  -8.13833  9.97393  -0.07
C  15.87503  -7.40243  8.75987  -0.54
C  16.05138  -8.08354  7.35210  -0.03
O  14.55787  -7.14000  8.91686  -0.04
H  17.26119  -8.72710  9.94916  0.08
H  15.60773  -8.90336  10.21970  0.08
H  16.43009  -7.43327  10.80075  0.08
H  16.43106  -6.46542  8.79030  0.13
H  16.94914  -8.70048  7.31338  0.07
H  15.93149  -7.36742  6.53913  0.07
H  15.27075  -8.82550  7.18416  0.07
H  14.02322  -7.92522  9.05533  0.10
C  8.54898  -12.40775  8.75281  -0.03
C  9.90850  -11.73594  9.32473  -0.46
C  11.00015  -12.79253  9.44655  -0.07
O  10.32192  -10.77298  8.37592  -0.07
H  8.64778  -12.42248  7.66740  0.06
H  7.65819  -11.80616  8.93355  0.06
H  8.38398  -13.43751  9.06978  0.06
H  9.83008  -11.25898  10.30169  0.13
H  10.66962  -13.65910  10.01918  0.07
H  11.90450  -12.37775  9.89176  0.08
H  11.20710  -13.19219  8.45380  0.08
H  10.31108  -11.20864  7.52053  0.08
C  18.73317  -13.14406  -4.19972  -0.05
C  19.75579  -13.94489  -3.34953  -0.47
C  20.61115  -13.16070  -2.38105  -0.07
O  19.08598  -14.94076  -2.52361  -0.07
H  18.05838  -12.58675  -3.54998  0.08
H  18.15414  -13.83798  -4.80906  0.07
H  19.28176  -12.40668  -4.78575  0.07
H  20.36026  -14.51240  -4.05710  0.12
H  20.05965  -12.57166  -1.64826  0.09
H  21.21337  -12.49991  -3.00458  0.07
H  21.28903  -13.81117  -1.82837  0.08
H  19.73674  -15.43948  -2.02423  0.08
C  18.71447  -21.50079  6.80177  -0.07
C  17.66233  -21.59761  5.65899  -0.47
C  16.96783  -22.95881  5.73418  -0.06
O  16.75289  -20.52562  5.86527  -0.06
H  19.48401  -22.25571  6.64050  0.07
H  18.33400  -21.73441  7.79614  0.07
H  19.23696  -20.54975  6.90492  0.07
H  18.14537  -21.43770  4.69504  0.13
H  17.59881  -23.79928  5.44509  0.07
H  16.15420  -23.07595  5.01836  0.07
H  16.58662  -23.11768  6.74291  0.08
H  17.22095  -19.76994  5.50269  0.09
C  21.35017  -8.41054  2.82869  -0.06
C  22.10017  -7.06522  2.95940  -0.49
C  21.86263  -6.23785  1.71314  -0.07
O  21.69296  -6.34210  4.11298  -0.04
H  21.71978  -8.92309  1.94056  0.07
H  20.27669  -8.44235  2.64230  0.08
H  21.54243  -9.11295  3.63971  0.07
H  23.16506  -7.29266  2.91036  0.13
H  22.04720  -5.19409  1.96729  0.08
H  20.84074  -6.34585  1.34958  0.07
H  22.40521  -6.58548  0.83402  0.08
H  22.04336  -6.71320  4.92606  0.09
C  23.12943  -19.82236  2.40671  -0.06
C  23.11165  -18.91878  1.17697  -0.53
C  23.89690  -19.49424  -0.01367  -0.05
O  21.81673  -18.70792  0.74189  -0.05
H  22.36202  -19.55963  3.13483  0.08
H  24.06346  -19.66410  2.94584  0.07
H  23.02204  -20.88985  2.21428  0.08
H  23.46706  -17.91263  1.39934  0.13
H  24.96193  -19.50550  0.21798  0.07
H  23.68481  -18.89315  -0.89787  0.08
H  23.62859  -20.53916  -0.16944  0.07
H  21.35939  -18.30868  1.48556  0.10
C  15.96375  -23.20781  -1.10785  -0.07
C  17.34192  -22.91073  -0.60102  -0.54
C  18.37966  -23.34114  -1.55962  -0.08
O  17.30470  -21.51481  -0.55711  -0.03
H  15.72798  -22.76550  -2.07577  0.09
H  15.18479  -22.88709  -0.41614  0.08
H  15.78952  -24.27819  -1.21752  0.08
H  17.56914  -23.39075  0.35085  0.14
H  18.33250  -24.42308  -1.68326  0.08
H  19.37813  -23.06423  -1.22127  0.08
H  18.22361  -22.91099  -2.54892  0.09
H  18.14739  -21.20424  -0.21798  0.09
C  14.46002  -10.60867  1.42003  -0.17
O  14.62862  -10.99771  0.05674  -0.11
H  13.59091  -9.96264  1.54407  0.07
H  14.23945  -11.43386  2.09718  0.08
H  15.30256  -10.10130  1.88993  0.07
H  14.33034  -10.27931  -0.50587  0.07
C  15.44502  -18.44900  10.72775  -0.16
O  14.74750  -19.53624  10.13025  -0.13
H  15.38566  -17.53002  10.14462  0.08
H  15.07803  -18.33192  11.74742  0.07
H  16.49822  -18.71199  10.82628  0.07
H  14.91107  -19.50620  9.18475  0.07

Forces on atoms 1 to 2 (eV/Å):
0.071 -0.076 0.155
-2.853 -1.366 -0.914

Calculated values
Total charge: -1
Largest force on an atom: 0.06641 hartree/bohr
Relative energy (zero: lowest compared OMol25 entry of this formula, charge and spin): 565.0 kJ/mol
2S+1: 1
Frontier orbital gap: 4.2 eV